Here is an isolated molecule of C21H25ClN2O4S from the OMol25 dataset. Energies are from the ωB97M-V functional and the def2-TZVPD basis.

```
54
C21H25ClN2O4S, DFT the ωB97M-V functional and the def2-TZVPD basis
Cl 6.888 0.391 -0.348
S -3.318 1.279 0.910
O -3.209 1.416 2.336
O -2.270 -1.531 -2.672
O 0.447 -0.995 0.811
O -4.413 1.924 0.245
N -1.904 -2.394 -0.627
N -3.355 -0.344 0.495
C -2.707 -1.872 -1.590
C 2.877 -1.169 0.965
C 0.304 -1.231 -0.575
C -4.545 -0.883 -0.117
C 0.561 2.625 -1.055
C 5.347 -0.208 0.158
C 3.961 -2.029 0.846
C 1.526 -1.672 1.416
C 4.275 0.664 0.266
C 1.839 3.039 -1.715
C -0.497 2.140 -1.821
C -1.789 1.801 0.155
C -1.675 1.731 -1.220
C -0.489 -2.503 -0.910
C 3.047 0.178 0.672
C 5.198 -1.554 0.448
C -4.197 -1.838 -1.277
C 0.415 2.696 0.326
C -2.640 -1.206 1.402
C -2.363 -2.559 0.731
C -0.757 2.279 0.935
H 2.426 3.681 -1.063
H 4.406 1.710 0.038
H -1.596 -3.089 1.298
H -3.272 -3.168 0.736
H 1.290 -1.283 -1.054
H 6.039 -2.223 0.358
H 3.842 -3.080 1.068
H -0.395 2.079 -2.894
H 1.640 3.567 -2.644
H 2.433 2.156 -1.954
H 2.197 0.839 0.757
H -5.097 -0.019 -0.488
H -0.891 2.324 2.004
H -3.200 -1.363 2.335
H -0.091 -3.362 -0.364
H 1.220 3.090 0.930
H -4.522 -2.856 -1.053
H 1.407 -1.485 2.489
H -0.236 -0.370 -0.974
H -2.500 1.356 -1.803
H -5.169 -1.391 0.631
H -0.393 -2.682 -1.984
H -1.699 -0.705 1.636
H 1.461 -2.757 1.250
H -4.698 -1.520 -2.192
```

Properties
HOMO-LUMO gap, Eh: 0.360
Spin multiplicity: 1
HOMO energy, Ha: -0.340
Structure (SMILES): Cc1ccc(S(=O)(=O)N2CCC(=O)N(CCOCc3ccc(Cl)cc3)CC2)cc1
E, a.u.: -2084.0814

Here is an isolated molecule of C21H25ClN4O3 at a distorted geometry from the OMol25 dataset. Energies are from the ωB97M-V functional and the def2-TZVPD basis.

```
54
C21H25ClN4O3, DFT the ωB97M-V functional and the def2-TZVPD basis
Cl -4.259 2.360 -0.407
O 1.406 1.723 0.782
O -0.665 2.453 1.230
O 3.167 0.437 -1.697
N 0.711 -0.749 2.071
N -2.402 0.462 0.903
N 1.986 -1.581 -0.014
N -1.394 -0.292 1.342
C -5.893 -1.279 -0.563
C 2.123 -0.490 2.198
C -4.935 -2.063 0.061
C 1.749 3.001 0.246
C 0.158 1.557 1.227
C -3.539 -0.124 0.419
C -0.880 -0.422 -2.079
C -0.196 0.152 1.558
C 2.862 -0.837 0.874
C -4.519 0.652 -0.215
C -0.124 -1.156 -1.185
C -3.775 -1.497 0.545
C 0.469 -2.163 1.862
C -0.313 0.622 -2.784
C 1.039 0.870 -2.629
C -5.681 0.084 -0.699
C 1.810 0.127 -1.751
C 1.379 -2.677 0.710
C 2.184 3.965 1.340
C 4.000 -0.570 -2.231
C 1.225 -0.874 -0.949
H -2.274 1.464 0.759
H 0.882 3.401 -0.290
H 1.361 4.142 2.029
H -0.618 -1.942 -0.640
H 3.028 3.558 1.892
H 3.861 -1.524 -1.714
H -1.926 -0.662 -2.203
H 2.484 -1.131 3.010
H -0.586 -2.288 1.635
H 1.530 1.646 -3.197
H 2.298 0.545 2.482
H 2.560 2.796 -0.455
H -6.801 -1.720 -0.942
H 3.188 0.075 0.382
H 3.801 -0.712 -3.299
H 0.826 -3.314 0.020
H -5.096 -3.125 0.170
H 2.204 -3.267 1.123
H 3.739 -1.457 1.089
H -3.027 -2.094 1.040
H 5.023 -0.224 -2.095
H 2.476 4.911 0.894
H -0.904 1.220 -3.461
H -6.415 0.709 -1.183
H 0.697 -2.695 2.791
```

Properties
HOMO-LUMO gap, Eh: 0.283
Spin multiplicity: 1
HOMO energy, Ha: -0.260
Structure (SMILES): CCOC(=O)/C(=N\Nc1ccccc1Cl)N1CCN(c2ccccc2OC)CC1
E, a.u.: -1720.1184

Here is an isolated molecule of C21H25ClN4O3S at a distorted geometry from the OMol25 dataset. Energies are from the ωB97M-V functional and the def2-TZVPD basis.

```
55
C21H25ClN4O3S, DFT the ωB97M-V functional and the def2-TZVPD basis
Cl 5.871 -0.341 1.126
S 4.901 1.853 -0.883
O 5.934 1.239 -1.660
O 5.283 2.540 0.310
O -1.120 2.817 2.957
N 3.725 0.678 -0.600
N -2.546 0.988 0.364
N -2.348 1.660 1.513
N -5.783 -1.303 -0.442
C -1.134 2.093 1.977
C 0.095 1.669 1.274
C 3.956 -1.742 -0.190
C -6.814 -0.851 -1.350
C 3.939 -0.624 -1.201
C 0.222 0.483 0.559
C -5.692 -0.542 0.780
C 1.219 2.486 1.400
C 4.807 -2.717 1.852
C 3.153 -3.888 0.574
C 4.801 -1.692 0.917
C -4.484 -1.465 -1.049
C 4.020 3.013 -1.959
C 3.981 -3.813 1.681
C -5.037 0.850 0.600
C 2.531 0.988 0.043
C 1.418 0.148 -0.045
C 2.412 2.162 0.792
C -3.767 -0.124 -1.328
C -3.700 0.658 -0.055
C 3.144 -2.858 -0.348
H -4.969 1.340 1.573
H 3.095 3.307 -1.480
H 1.137 3.386 1.990
H 3.836 2.507 -2.897
H 3.269 2.799 0.928
H 3.989 -4.609 2.409
H 2.514 -4.746 0.430
H -6.651 0.159 -1.754
H -0.615 -0.189 0.474
H 4.663 3.871 -2.107
H -6.694 -0.427 1.199
H -6.874 -1.548 -2.185
H -3.868 -2.056 -0.364
H -4.335 0.433 -2.077
H 5.467 -2.651 2.702
H 3.186 -0.819 -1.973
H -5.091 -1.122 1.488
H -3.140 1.991 2.067
H -4.597 -2.026 -1.979
H 4.918 -0.558 -1.684
H -7.769 -0.860 -0.826
H -5.673 1.463 -0.044
H 1.477 -0.785 -0.577
H 2.501 -2.924 -1.215
H -2.762 -0.300 -1.709
```

Properties
HOMO-LUMO gap, Eh: 0.328
Spin multiplicity: 1
HOMO energy, Ha: -0.309
Structure (SMILES): CN1CCC(=NNC(=O)c2ccc(N(Cc3ccccc3Cl)S(C)(=O)=O)cc2)CC1
E, a.u.: -2118.3175

Here is an isolated molecule of C21H25FN2O3 at a distorted geometry from the OMol25 dataset. Energies are from the ωB97M-V functional and the def2-TZVPD basis.

```
52
C21H25FN2O3, DFT the ωB97M-V functional and the def2-TZVPD basis
F -2.197 -0.310 2.835
O -0.328 -1.310 0.827
O 1.942 -2.748 -1.515
O -1.870 1.483 -0.502
N -0.147 2.912 -0.079
N 2.489 -1.093 -0.093
C -4.353 -1.486 0.145
C 4.909 -0.819 0.295
C 0.146 -1.837 -0.347
C 2.139 0.000 0.797
C 0.361 4.185 -0.532
C -3.939 -0.936 1.359
C -3.449 -1.948 -0.783
C -1.737 3.677 -1.586
C 3.288 0.327 1.761
C -0.832 -2.810 -2.529
C 1.586 -1.932 -0.673
C -2.599 -0.847 1.662
C -1.302 2.539 -0.673
C 3.799 -1.028 -0.723
C -0.885 -2.204 -1.175
C -1.671 -1.313 0.742
C -2.090 -1.859 -0.482
C 0.603 2.030 0.775
C -0.871 4.857 -1.148
C 1.649 1.222 -0.004
C 4.638 0.464 1.068
H -0.122 1.344 1.221
H -1.397 -2.198 -3.231
H 0.197 -2.905 -2.860
H -1.528 3.379 -2.616
H 3.937 -1.964 -1.267
H 5.866 -0.767 -0.226
H -1.392 5.439 -0.389
H -1.283 -3.802 -2.505
H 0.776 4.750 0.307
H 4.939 -1.664 0.985
H 1.313 -0.339 1.421
H 3.359 -0.479 2.493
H -2.805 3.860 -1.497
H 4.634 1.313 0.381
H 1.154 4.043 -1.279
H 2.484 1.863 -0.289
H 3.034 1.242 2.298
H -0.608 5.518 -1.971
H 1.072 2.617 1.570
H 3.810 -0.203 -1.448
H -5.411 -1.536 -0.064
H 5.417 0.640 1.812
H 1.170 0.860 -0.918
H -4.660 -0.565 2.070
H -3.775 -2.363 -1.723
```

Properties
HOMO-LUMO gap, Eh: 0.328
Spin multiplicity: 1
HOMO energy, Ha: -0.303
Structure (SMILES): Cc1c(C(=O)N2CCCC[C@H]2CCN2CCCC2=O)oc2c(F)cccc12
E, a.u.: -1250.3640

Here is a structure of composition C21H25LiN2O3SiTe at a distorted geometry from the OMol25 dataset. Energies are from the ωB97M-V functional and the def2-TZVPD basis.

```
54
C21H25LiN2O3SiTe, DFT the ωB97M-V functional and the def2-TZVPD basis
Te -0.760 2.425 0.847
Si 2.466 -1.913 1.058
O 0.490 0.182 1.406
O -1.702 1.662 -2.317
O -1.021 0.922 -1.479
N 0.910 -1.712 0.270
N -0.117 -1.320 -1.777
C 1.405 -3.193 -1.573
C -2.940 3.280 -1.137
C -0.761 4.120 -1.708
C -1.154 4.192 1.987
C 2.605 -3.681 1.723
C 2.599 -0.789 2.562
C 1.198 -3.555 -2.873
C -1.580 3.382 -0.863
C 0.770 -2.055 -1.019
C -3.476 3.909 -2.252
C -2.654 4.645 -3.100
C -0.321 -1.721 -3.087
C -1.672 6.504 3.468
C -2.369 4.342 2.656
C -1.264 -0.997 -3.993
C -1.297 4.751 -2.827
C 3.907 -1.560 -0.092
C 0.332 -2.817 -3.649
C -0.201 5.207 2.063
C -2.626 5.496 3.395
C -0.459 6.360 2.802
Li -0.074 -0.003 -0.194
H 2.058 -3.808 -0.964
H 0.285 7.146 2.857
H -4.536 3.825 -2.464
H -3.583 2.708 -0.480
H -1.872 7.401 4.042
H 3.964 -2.284 -0.909
H 3.512 -3.792 2.329
H -2.000 -1.702 -4.402
H -3.572 5.607 3.913
H -3.073 5.135 -3.971
H 0.147 -3.096 -4.680
H 2.651 -4.414 0.913
H -3.116 3.560 2.602
H 2.541 0.253 2.268
H -0.715 -0.538 -4.821
H 0.298 4.204 -1.498
H 1.744 -3.918 2.352
H 3.561 -0.955 3.079
H 0.744 5.100 1.545
H 3.820 -0.561 -0.526
H 4.854 -1.607 0.457
H -1.803 -0.225 -3.480
H 1.793 -0.993 3.265
H -0.655 5.324 -3.485
H 1.703 -4.427 -3.278
```

Properties
HOMO-LUMO gap (alpha / beta), Eh: 0.189 / 0.177
Spin multiplicity: 1
HOMO energy (alpha / beta), Ha: -0.022 / -0.011
Charge: -2
E, a.u.: -1715.2977

Here is a structure of composition C21H25LuNO3P2 at a distorted geometry from the OMol25 dataset. Energies are from the ωB97M-V functional and the def2-TZVPD basis.

```
53
C21H25LuNO3P2, DFT the ωB97M-V functional and the def2-TZVPD basis
Lu -0.026 -0.016 -0.349
P -2.507 0.866 -0.793
P -0.372 -2.584 -1.103
O 2.432 1.632 -0.842
O 1.103 -0.018 1.555
O -0.881 -1.037 1.536
N 0.367 0.127 -2.431
C 3.001 1.947 -1.879
C -1.247 1.908 -3.086
C -1.901 -3.551 -0.944
C 0.122 -2.780 -2.864
C 2.554 1.625 -3.238
C -3.052 2.508 -0.232
C -1.423 3.210 -3.549
C 0.853 -3.662 -0.282
C 3.717 -1.949 -3.873
C 0.171 -0.657 2.173
C 0.960 3.508 -3.800
C 2.540 -2.655 -3.605
C -0.333 4.019 -3.878
C 3.731 -0.558 -3.769
C 1.387 -2.004 -3.174
C 2.571 0.117 -3.395
C 1.429 -0.590 -3.019
C -3.978 -0.169 -0.526
C 0.084 1.392 -3.003
C 1.156 2.186 -3.411
C -2.445 1.084 -2.641
H -2.440 3.599 -3.640
H 1.834 4.115 -4.040
H 0.902 -3.390 0.782
H 3.923 2.517 -2.081
H 2.513 -3.740 -3.725
H 4.631 0.025 -3.979
H -3.383 1.580 -2.926
H -2.425 0.076 -3.085
H 1.849 -3.537 -0.726
H 0.530 -4.709 -0.369
H -0.728 -2.421 -3.466
H -0.496 5.046 -4.202
H -2.572 -3.355 -1.792
H -4.884 0.451 -0.570
H -2.510 3.305 -0.757
H 0.267 -3.852 -3.051
H -2.831 2.582 0.842
H -1.660 -4.622 -0.883
H -4.030 -0.977 -1.268
H -4.134 2.622 -0.385
H 0.268 -0.878 3.243
H 3.225 2.076 -3.977
H -2.396 -3.237 -0.015
H -3.890 -0.613 0.476
H 4.616 -2.483 -4.178
```

Properties
HOMO-LUMO gap, Eh: 0.263
Spin multiplicity: 1
HOMO energy, Ha: -0.377
Charge: +1
E, a.u.: -3013.8687

Here is a structure of composition C21H25N2O9SSeTc at a distorted geometry from the OMol25 dataset. Energies are from the ωB97M-V functional and the def2-TZVPD basis.

```
60
C21H25N2O9SSeTc, DFT the ωB97M-V functional and the def2-TZVPD basis
Tc 1.151 0.142 0.167
Se 2.359 -0.700 -2.613
S -1.270 1.164 -1.661
O 3.070 -0.113 -3.863
O 0.468 0.357 2.412
O 1.026 -1.507 -2.875
O 1.861 0.581 -1.539
O -0.576 2.326 -1.175
O -1.249 0.856 -3.044
O 1.320 2.324 0.983
O 3.100 -0.094 1.425
O 3.337 -1.484 -1.623
N 1.080 -1.871 -0.128
N -0.656 -0.085 -0.704
C -1.012 -1.342 -1.056
C -4.541 1.109 0.704
C -0.024 -2.324 -0.764
C 1.834 3.377 0.170
C -5.521 1.629 -0.128
C -2.167 -1.730 -1.729
C -0.163 -3.651 -1.230
C -5.222 1.970 -1.439
C -0.329 1.532 2.571
C -3.933 1.799 -1.924
C 0.945 -4.507 -1.056
C 4.197 0.818 1.430
C -1.345 -4.001 -1.906
C 1.604 0.353 3.292
C -3.255 0.935 0.222
C 0.110 2.690 1.638
C -2.322 -3.054 -2.130
C 2.119 -2.689 -0.010
C 2.075 -4.016 -0.456
C 2.680 -0.551 2.699
C -2.964 1.285 -1.084
H 1.101 3.656 -0.587
H -3.221 -3.336 -2.654
H 2.994 -2.330 0.509
H -1.358 1.243 2.345
H 4.477 0.963 0.387
H -1.456 -5.006 -2.284
H 0.279 3.608 2.217
H 3.529 -0.631 3.384
H -3.667 2.053 -2.939
H 0.889 -5.524 -1.416
H 2.249 -1.546 2.548
H -0.294 1.840 3.621
H 3.940 1.781 1.881
H 2.089 4.236 0.800
H 5.043 0.379 1.969
H -4.774 0.842 1.724
H -5.990 2.375 -2.080
H -6.521 1.770 0.251
H 2.955 -4.625 -0.341
H 2.722 2.993 -0.327
H 1.988 1.372 3.403
H 1.287 -0.028 4.271
H -2.925 -1.003 -1.961
H -0.649 2.878 0.871
H -2.473 0.507 0.832
```

Properties
HOMO-LUMO gap (alpha / beta), Eh: 0.259 / 0.207
Spin multiplicity: 4
HOMO energy (alpha / beta), Ha: -0.404 / -0.408
Charge: +1
E, a.u.: -4481.8974
<S²>: 3.78

Here is an isolated molecule of C21H25N3O4S2 from the OMol25 dataset. Energies are from the ωB97M-V functional and the def2-TZVPD basis.

```
55
C21H25N3O4S2, DFT the ωB97M-V functional and the def2-TZVPD basis
S 0.728 -3.820 -1.603
S -1.463 3.340 0.300
O 0.815 -3.521 -3.002
O 3.005 -0.890 1.690
O 1.937 -4.138 -0.892
O 0.924 3.039 -2.811
N -0.323 -5.116 -1.370
N -1.137 1.001 -0.991
N -1.314 0.812 1.238
C -1.557 1.219 2.594
C 2.522 -0.065 -0.549
C 0.127 5.264 -0.802
C 1.962 0.940 -1.307
C -0.456 3.893 -1.137
C 2.540 0.050 0.840
C -3.780 -0.001 2.782
C -0.220 -2.658 0.640
C -0.985 -0.432 0.771
C 1.482 2.215 0.666
C -0.416 -1.354 -1.412
C 3.597 -2.062 1.160
C -0.085 -2.504 -0.736
C -0.870 -0.292 -0.639
C 2.046 1.220 1.430
C -1.356 1.621 0.135
C -3.054 1.337 2.892
C 0.667 2.974 -1.629
C 1.395 2.075 -0.721
C -5.268 0.148 3.073
C -0.692 -1.623 1.420
H -1.078 2.191 2.747
H -3.493 2.053 2.194
H -1.091 0.485 3.255
H -0.786 -1.726 2.489
H 2.911 -0.944 -1.038
H 2.109 1.314 2.503
H -5.424 0.536 4.077
H 0.077 -3.597 1.077
H 0.174 -5.949 -1.097
H -5.727 0.834 2.365
H 0.830 5.196 0.025
H -0.277 -1.278 -2.476
H -0.667 5.956 -0.529
H -0.882 -5.280 -2.191
H 0.649 5.652 -1.674
H -5.770 -0.813 2.993
H -3.648 -0.408 1.777
H -3.342 -0.710 3.488
H -1.155 3.988 -1.973
H 1.914 0.847 -2.381
H 2.897 -2.647 0.558
H 1.115 3.106 1.154
H 3.905 -2.644 2.027
H 4.478 -1.818 0.559
H -3.173 1.738 3.900
```

Properties
HOMO-LUMO gap, Eh: 0.319
Spin multiplicity: 1
HOMO energy, Ha: -0.302
Structure (SMILES): CCCCn1c(S[C@@H](C)C(=O)c2ccc(OC)cc2)nc2cc(S(N)(=O)=O)ccc21
E, a.u.: -2076.8467